1.
The following is a quantum chemistry calculation of a cluster of 2 separate species, C14H21IN4O6 in total at a distorted geometry, from OMol25.

XYZ file:
```
46
Properties=species:S:1:pos:R:3:nbo_charge:R:1
O 2.28 1.75 1.42 -0.537
C 1.14 2.05 1.71 0.746
O 0.22 1.14 2.11 -0.655
C 0.78 3.49 1.69 0.102
N 1.40 4.37 2.59 -0.590
C 1.15 5.72 2.57 0.771
O 1.76 6.45 3.32 -0.606
N 0.20 6.24 1.75 -0.601
C -0.39 5.45 0.81 0.575
O -1.13 6.01 0.02 -0.575
C -0.11 4.02 0.77 -0.222
I -1.07 2.76 -0.83 0.188
H 0.70 0.30 2.19 0.506
H 2.21 4.08 3.12 0.449
H 0.13 7.24 1.66 0.452
C -1.25 -4.23 1.96 -0.415
N -0.71 -3.01 1.36 -0.608
C -0.63 -2.77 0.05 0.665
O -0.99 -3.60 -0.79 -0.627
C -0.02 -1.42 -0.38 -0.131
C -0.04 -1.08 -1.89 -0.390
C -1.38 -1.20 -2.64 -0.221
C -2.63 -0.77 -1.86 -0.607
C -1.31 -0.34 -3.90 -0.596
N 1.34 -1.17 0.15 -0.646
C 2.40 -1.99 0.21 0.676
C 2.34 -3.41 -0.31 -0.717
O 3.43 -1.58 0.70 -0.622
H -1.65 -4.02 2.95 0.207
H -2.05 -4.63 1.33 0.230
H -0.46 -4.98 2.04 0.200
H -0.37 -2.29 1.98 0.390
H -0.66 -0.67 0.09 0.222
H 0.68 -1.72 -2.40 0.215
H 0.32 -0.06 -1.99 0.207
H -1.52 -2.24 -2.95 0.221
H -3.50 -0.86 -2.50 0.217
H -2.78 -1.41 -1.00 0.208
H -2.54 0.27 -1.54 0.187
H -0.45 -0.64 -4.50 0.209
H -2.21 -0.48 -4.50 0.210
H -1.22 0.71 -3.64 0.190
H 1.58 -0.22 0.38 0.412
H 1.84 -3.45 -1.28 0.229
H 3.35 -3.78 -0.43 0.249
H 1.81 -4.04 0.40 0.232
```

Calculated values
HOMO energy	-0.3550	Eh
F_max	3.316	eV Å⁻¹

---

2.
The following is a quantum chemistry calculation of a structure of composition CH4ClNOP2 at a distorted geometry, from OMol25.

XYZ file:
```
10
Properties=species:S:1:pos:R:3:nbo_charge:R:1
C 0.17 1.48 0.57 -1.012
N -0.13 -0.57 -1.67 -0.189
O -0.72 -1.21 -2.52 -0.251
P 0.98 -1.23 -0.62 0.431
P 0.64 -0.17 1.22 0.708
Cl -1.86 -1.19 1.90 -0.509
H 0.10 1.50 -0.52 0.263
H 0.91 2.20 0.91 0.254
H -0.79 1.75 1.01 0.286
H 0.70 -2.56 -0.30 0.018
```

Calculated values
HOMO energy (alpha / beta)	-0.3480 / -0.3482	Eh
F_max	3.058	eV Å⁻¹

---

3.
The following is a quantum chemistry calculation of a cluster of 2 separate species, C2H5NO3 in total, from OMol25.

XYZ file:
```
11
Properties=species:S:1:pos:R:3:nbo_charge:R:1
N 0.67 -1.61 -1.06 -0.814
C -0.46 -0.93 -1.38 0.552
O -0.59 0.27 -1.42 -0.636
H 0.91 -2.41 -1.62 0.391
H 1.46 -1.09 -0.70 0.410
H -1.29 -1.62 -1.59 0.110
O 0.64 -0.19 1.32 -0.620
C 0.10 0.79 1.75 0.657
O -0.37 1.78 1.00 -0.680
H -0.10 0.99 2.81 0.113
H -0.18 1.53 0.07 0.518
```

Calculated values
HOMO energy	-0.3796	Eh
F_max	0.522	eV Å⁻¹